# 1
Here is a structure of composition C27H19BeClN7Se from OMol25. Energies are from ωB97M-V/def2-TZVPD.

* HOMO-LUMO gap: 6.1 eV
* charge: -1
* strongest force on any atom: 0.66 eV/Å
* LUMO level: 1.42 eV
* relative energy (zero: lowest compared OMol25 entry of this formula, charge and spin): 0.000 eV

```
56
Properties=species:S:1:pos:R:3:lowdin_charge:R:1
Be -0.73 -0.82 -0.59 -0.037
C 0.53 2.28 5.12 -0.102
C -0.38 1.33 5.56 -0.093
C -0.89 0.39 4.67 -0.031
C -0.48 0.42 3.34 -0.252
C 0.44 1.36 2.90 -0.025
C 0.93 2.30 3.79 -0.082
N -0.91 -0.53 2.36 -0.052
N -1.99 -1.08 2.58 0.089
C -2.37 -2.02 1.55 -0.290
C -3.45 -2.81 1.93 -0.057
C -3.92 -3.79 1.08 -0.109
C -3.29 -3.97 -0.14 -0.099
C -2.21 -3.16 -0.50 -0.119
C -1.71 -2.13 0.31 -0.188
H 0.93 3.01 5.82 0.096
H -0.69 1.31 6.59 0.097
H -1.60 -0.36 4.98 0.102
H 0.73 1.36 1.86 0.096
H 1.64 3.05 3.45 0.101
H -3.89 -2.64 2.90 0.098
H -4.76 -4.41 1.36 0.091
H -3.65 -4.73 -0.83 0.094
H -1.74 -3.33 -1.46 0.079
Cl 0.53 4.51 -4.71 0.599
C -0.08 3.41 -3.49 -0.686
C -1.11 2.53 -3.81 -0.117
C -1.60 1.69 -2.83 -0.062
C -1.10 1.68 -1.52 -0.308
C -1.60 0.77 -0.47 -0.147
C -0.06 2.58 -1.25 -0.076
C 0.45 3.44 -2.22 -0.135
H -1.51 2.51 -4.81 0.101
H -2.40 0.99 -3.08 0.112
H -2.65 0.52 -0.63 0.065
H -1.49 1.24 0.51 0.042
H 0.36 2.61 -0.25 0.099
H 1.26 4.12 -1.98 0.096
N 0.71 -0.02 -6.39 0.067
C 0.38 -0.69 -5.50 -0.428
N 0.00 -1.55 -4.58 0.068
C -0.28 -1.33 -3.36 -0.276
N -0.58 -1.28 -2.23 0.182
Se 0.96 -2.14 1.20 1.288
N 1.00 -0.87 -0.03 -0.182
C 2.27 -0.67 -0.37 -0.318
C 2.70 0.26 -1.37 -0.001
C 4.03 0.37 -1.60 -0.070
C 5.00 -0.40 -0.86 -0.089
C 4.61 -1.28 0.10 -0.036
C 3.22 -1.46 0.36 -0.386
N 2.71 -2.32 1.24 -0.223
H 1.97 0.83 -1.91 0.107
H 4.38 1.05 -2.36 0.105
H 6.05 -0.26 -1.08 0.097
H 5.33 -1.87 0.65 0.107
```



# 2
Here is a structure of composition C27H19BrI2IrNOSi from OMol25. Energies are from ωB97M-V/def2-TZVPD.

* HOMO-LUMO gap (spin up / spin down): 7.0 / 5.7 eV
* charge: +1
* strongest force on any atom: 0.60 eV/Å
* LUMO level (spin up / spin down): -4.26 / -5.65 eV
* multiplicity: 2
* relative energy (zero: lowest compared OMol25 entry of this formula, charge and spin): 0.441 eV

```
53
Properties=species:S:1:pos:R:3:lowdin_charge:R:1
Ir 1.97 0.97 -0.49 0.918
I 3.35 -3.20 2.29 1.029
C 2.41 -1.44 2.83 -0.648
C 1.98 -1.22 4.16 -0.195
C 1.30 -0.10 4.53 -0.654
I 0.66 0.09 6.50 1.000
C 1.03 0.92 3.57 -0.191
C 0.36 2.14 3.80 0.008
C 0.20 3.04 2.78 -0.001
C 0.68 2.74 1.50 -0.089
N 1.29 1.59 1.26 -0.073
C 1.48 0.69 2.27 -0.155
C 2.15 -0.49 1.88 -0.433
O 2.45 -0.58 0.58 -0.275
H 2.19 -1.99 4.90 0.090
H -0.01 2.37 4.79 0.082
H -0.29 3.99 2.94 0.125
H 0.57 3.42 0.67 0.103
C -2.78 3.09 -3.28 -0.060
C -2.41 1.93 -3.94 -0.059
C -1.62 0.98 -3.29 -0.080
C -1.20 1.19 -1.98 -0.316
C -1.58 2.37 -1.33 -0.147
C -2.36 3.31 -1.97 -0.066
Si -0.16 -0.11 -1.16 0.716
C -0.86 -0.79 0.42 -0.265
C -0.33 -1.95 1.00 -0.116
C -0.82 -2.43 2.20 -0.065
C -1.84 -1.75 2.86 -0.058
C -2.38 -0.60 2.30 -0.064
C -1.90 -0.13 1.08 -0.083
C 0.56 -1.33 -2.35 -0.294
C 0.27 -2.69 -2.30 -0.081
C 0.85 -3.57 -3.21 -0.059
C 1.73 -3.09 -4.17 -0.057
C 2.02 -1.74 -4.24 -0.061
C 1.44 -0.86 -3.34 -0.126
H -3.39 3.83 -3.78 0.112
H -2.73 1.76 -4.96 0.112
H -1.34 0.08 -3.82 0.105
H -1.25 2.56 -0.31 0.073
H -2.65 4.22 -1.46 0.110
H 0.49 -2.47 0.52 0.091
H -0.40 -3.34 2.63 0.113
H -2.21 -2.12 3.81 0.114
H -3.19 -0.08 2.80 0.112
H -2.37 0.74 0.64 0.094
H -0.42 -3.08 -1.57 0.103
H 0.61 -4.62 -3.17 0.112
H 2.18 -3.78 -4.88 0.113
H 2.70 -1.36 -5.00 0.113
H 1.65 0.20 -3.43 0.042
Br 1.92 2.70 -2.06 0.182
```



# 3
Here is a structure of composition C27H19Cl2F5N3O2RhS3 from OMol25. Energies are from ωB97M-V/def2-TZVPD.

* HOMO-LUMO gap: 7.1 eV
* strongest force on any atom: 0.64 eV/Å
* LUMO level: -0.90 eV
* relative energy (zero: lowest compared OMol25 entry of this formula, charge and spin): 1.029 eV

```
62
Properties=species:S:1:pos:R:3:lowdin_charge:R:1
Rh 1.36 0.92 -0.32 0.484
Cl 3.62 0.76 -0.77 0.815
C 4.24 2.35 -0.38 -0.573
C 5.62 2.50 -0.35 -0.100
C 6.13 3.76 -0.09 -0.075
C 5.27 4.82 0.13 -0.105
C 3.90 4.63 0.09 -0.680
Cl 2.86 5.99 0.35 0.684
C 3.33 3.37 -0.16 -0.648
S 1.59 3.16 -0.17 0.717
H 6.26 1.65 -0.53 0.111
H 7.20 3.91 -0.05 0.110
H 5.65 5.81 0.33 0.108
C -2.64 -2.09 -4.97 -0.050
C -3.25 -2.03 -3.60 -0.277
C -2.54 -2.44 -2.48 -0.033
C -3.08 -2.39 -1.20 -0.012
C -4.36 -1.89 -1.03 -0.262
N -4.98 -1.76 0.25 0.131
C -4.39 -1.66 1.49 -0.527
O -4.92 -2.09 2.49 0.080
N -3.15 -1.03 1.55 0.150
C -2.64 -0.03 0.72 -0.205
C -3.41 0.84 -0.04 0.021
C -2.78 1.76 -0.85 -0.018
C -1.40 1.83 -0.87 -0.120
N -0.66 1.00 -0.12 -0.119
C -1.25 0.09 0.64 -0.091
C -5.09 -1.48 -2.14 -0.032
C -4.54 -1.56 -3.41 -0.045
H -1.61 -2.45 -4.93 0.075
H -2.64 -1.11 -5.45 0.080
H -3.20 -2.76 -5.63 0.081
H -1.52 -2.81 -2.59 0.096
H -2.49 -2.74 -0.37 0.115
H -5.93 -2.08 0.32 0.153
H -2.65 -1.23 2.40 0.159
H -4.49 0.78 -0.01 0.126
H -3.34 2.45 -1.46 0.116
H -0.86 2.53 -1.49 0.092
H -0.61 -0.60 1.17 0.048
H -6.09 -1.08 -2.01 0.114
H -5.13 -1.24 -4.26 0.114
F 3.30 -0.63 1.58 0.016
C 2.46 0.14 2.29 -0.245
C 1.54 0.97 1.67 -0.163
C 0.72 1.68 2.54 -0.251
F -0.30 2.44 2.10 0.061
C 0.85 1.62 3.92 -0.142
F 0.04 2.34 4.70 0.126
C 1.81 0.80 4.49 -0.138
F 1.94 0.74 5.81 0.135
C 2.61 0.05 3.67 -0.144
F 3.53 -0.76 4.19 0.125
C 3.37 -3.87 0.63 -0.106
O 2.79 -2.95 -0.30 -0.247
C 1.60 -2.43 -0.03 -1.286
S 0.71 -2.87 1.28 0.664
S 1.09 -1.36 -1.32 0.546
H 4.33 -4.15 0.20 0.093
H 2.73 -4.74 0.76 0.075
H 3.51 -3.39 1.60 0.075
```



# 4
Here is a structure of composition C27H20AsF5N5O5PS6Zr in a non-equilibrium geometry from OMol25. Energies are from ωB97M-V/def2-TZVPD.

* HOMO-LUMO gap: 5.5 eV
* charge: -2
* strongest force on any atom: 1.74 eV/Å
* LUMO level: 3.55 eV
* relative energy (zero: lowest compared OMol25 entry of this formula, charge and spin): 0.791 eV

```
71
Properties=species:S:1:pos:R:3:lowdin_charge:R:1
Zr 1.20 0.27 1.18 1.290
N 0.28 -0.29 5.51 0.054
C 0.10 -0.72 4.26 -0.180
N 0.72 0.11 3.46 -0.062
C 1.31 1.01 4.28 -0.356
N 1.06 0.81 5.55 0.139
C 2.25 1.98 3.73 -0.214
C 2.81 3.02 4.46 -0.059
N 3.76 3.79 3.94 0.079
C 4.15 3.52 2.69 -0.122
C 3.56 2.52 1.94 -0.100
N 2.61 1.76 2.46 -0.059
H 0.03 -0.76 6.36 0.156
H -0.43 -1.61 3.96 0.073
H 2.50 3.21 5.47 0.115
H 4.93 4.14 2.27 0.105
H 3.85 2.31 0.91 0.130
O 3.61 0.72 -1.98 0.038
C 2.85 -0.07 -1.44 -0.696
O 2.71 -0.21 -0.16 -0.365
C 1.89 -0.96 -2.21 -0.229
P 0.20 -0.44 -1.72 1.031
C -0.15 0.97 -2.81 -0.369
C -1.45 1.50 -2.78 -0.113
C -1.77 2.61 -3.53 -0.090
C -0.81 3.23 -4.31 -0.111
C 0.49 2.74 -4.32 -0.095
C 0.82 1.62 -3.58 -0.075
C -0.75 -1.80 -2.51 -0.336
C -1.35 -1.67 -3.76 -0.087
C -2.03 -2.73 -4.34 -0.097
C -2.10 -3.95 -3.69 -0.106
C -1.48 -4.10 -2.46 -0.083
C -0.81 -3.04 -1.87 -0.102
H 2.00 -1.98 -1.82 0.090
H 2.07 -0.94 -3.28 0.093
H -2.18 1.04 -2.13 0.080
H -2.78 3.01 -3.49 0.100
H -1.06 4.11 -4.89 0.088
H 1.25 3.23 -4.91 0.093
H 1.84 1.26 -3.57 0.088
H -1.31 -0.72 -4.29 0.096
H -2.50 -2.60 -5.31 0.092
H -2.63 -4.78 -4.14 0.092
H -1.52 -5.05 -1.93 0.105
H -0.33 -3.17 -0.91 0.030
S 1.77 -3.70 4.12 -0.213
As 2.36 -2.90 2.24 -0.476
S 0.44 -2.12 1.30 0.058
S 3.32 -0.95 2.58 0.082
S 3.34 -4.06 0.79 -0.201
C 1.04 4.51 0.86 -0.119
S 0.17 3.00 0.51 0.393
O -1.00 3.38 -0.21 -0.290
O -0.01 2.29 1.79 -0.477
O 1.14 2.14 -0.23 -0.449
H 0.30 5.26 1.14 0.065
H 1.55 4.82 -0.05 0.072
H 1.75 4.36 1.67 0.035
F -4.98 -4.83 0.64 0.086
C -4.30 -3.66 0.70 -0.152
C -4.25 -2.83 -0.40 -0.161
F -4.89 -3.19 -1.53 0.090
C -3.56 -1.63 -0.33 -0.257
F -3.58 -0.87 -1.43 0.057
C -2.89 -1.20 0.82 -0.594
S -2.10 0.35 0.87 0.582
C -3.01 -2.06 1.92 -0.270
F -2.54 -1.69 3.12 0.048
C -3.69 -3.26 1.87 -0.150
F -3.78 -4.03 2.96 0.097
```



For each record above, in turn, the calculated E_tot values are -117010.0456; -128800.6990; -111019.4135; -196027.6473 eV.